25
Properties=species:S:1:pos:R:3:forces:R:3 method="wB97M-V/def2-TZVPD" e_homo_ev=-7.552 lumo_ev=0.8 relative_energy_ev=3.384
O -0.44534 1.06032 -0.65293 0.26 -0.30 -0.30
N 0.75540 -1.12923 -0.66975 -0.52 0.61 1.04
C -0.36730 -0.44704 1.80184 -0.66 0.93 0.45
C -1.55167 1.57659 -1.32757 0.30 -0.14 0.03
C 2.21642 -1.05505 -0.71070 -0.05 -0.01 0.07
C 0.18846 -2.31044 -1.31902 -0.01 0.07 0.04
C -0.20408 2.06278 1.81660 0.04 0.07 -0.43
C -0.85666 0.78440 1.38151 0.28 -0.86 1.07
H 0.43972 -2.32301 -2.38169 -0.01 0.03 0.05
H 2.57061 -1.01732 -1.74284 -0.04 -0.01 0.05
H -0.37903 2.85819 1.09225 0.00 0.00 0.07
H 2.52939 -0.14639 -0.19816 0.01 -0.02 -0.03
H 0.23470 -0.10439 -0.95232 -0.29 -0.11 0.23
H -0.61193 2.37668 2.78231 0.01 -0.09 -0.03
H -1.07347 -1.25531 1.96064 0.02 -0.09 -0.22
H -1.91959 0.86122 1.17429 0.09 -0.04 -0.35
H -0.89537 -2.28334 -1.20992 0.02 0.00 -0.03
H 0.49153 -0.45196 2.46677 0.15 0.00 -0.15
H 0.56602 -3.22751 -0.85853 0.00 0.06 -0.02
H -1.74536 2.61702 -1.02684 -0.01 0.00 -0.04
H 2.66458 -1.91836 -0.21078 -0.02 0.03 -0.05
H -2.47616 1.00782 -1.13063 0.01 -0.01 -0.03
H -1.38574 1.57476 -2.41271 -0.12 0.05 -0.01
H 0.87361 1.93122 1.91801 -0.01 -0.01 0.06
H 0.38126 -1.04166 0.41014 0.55 -0.14 -1.47



59
Properties=species:S:1:pos:R:3:forces:R:3 method="wB97M-V/def2-TZVPD" e_homo_ev=-7.548 total_charge=+1 lumo_ev=-5.3 relative_energy_ev=9.624
F -4.85222 -0.37670 -2.50326 0.19 0.18 -0.66
F 1.18544 -5.96334 -1.36138 0.22 0.74 1.13
F -4.28443 -2.04392 4.17859 -0.58 -0.66 -0.64
O -1.64519 -7.72870 -3.29575 1.03 2.12 0.41
O -7.36965 2.48086 -1.76280 -0.23 0.70 -0.37
O 8.71795 2.11984 2.16486 0.85 1.40 2.50
O -5.25014 2.50061 -2.56835 -0.14 2.71 1.37
O -7.72613 -3.58243 2.57100 1.79 2.43 0.68
O -5.59895 -2.88477 2.37140 2.34 -1.46 0.65
O -6.59593 0.86607 -3.07289 1.50 -1.21 -2.34
O 7.81419 1.02516 0.59048 -1.30 -1.73 -1.51
O 0.76258 0.11458 0.52748 -0.59 0.21 -0.85
O 1.65867 1.30475 2.16043 0.56 2.67 1.06
O -6.97189 -1.43034 3.22740 -4.92 -4.01 0.78
O 0.28851 -6.58879 -3.21160 0.08 1.92 -0.16
O -1.62134 -5.59650 -2.59776 -1.67 -1.09 -0.46
N -0.26268 5.44248 -0.34375 0.79 -0.18 0.48
N 4.05253 1.27098 -3.09787 -0.56 0.33 -0.66
N 4.82695 5.25704 3.27974 -0.18 -0.59 -1.27
C 8.46124 1.02381 1.66040 -0.14 2.54 -2.42
C 0.68011 -5.40523 -2.48501 -0.53 -1.46 -0.07
C -5.24295 0.53889 -3.47034 -0.64 -2.26 -0.04
C -4.81471 -1.87221 2.94049 -0.64 3.37 -2.82
C -6.86598 -2.74135 2.72691 -2.69 -0.28 0.18
C -5.88985 -0.74522 2.90365 2.36 1.51 1.61
C 1.23408 0.26265 1.68083 0.03 -1.05 -1.50
C -1.04572 -6.70017 -3.04718 -1.59 -4.33 -1.39
C -4.37713 1.74972 -3.36580 -1.84 -0.15 0.33
C 8.95631 -0.22345 2.23270 0.22 -1.23 1.41
C -0.67582 -4.68725 -2.33286 2.51 3.02 1.25
C -6.53827 2.02646 -2.46584 1.25 0.25 1.68
C 1.49458 -0.99943 2.44063 -0.23 -0.10 1.08
H -1.20242 5.80517 -0.41746 -0.41 0.35 0.06
H 0.19800 5.39211 -1.24117 -0.08 -0.28 -0.54
H 3.96455 0.71171 -3.93427 -0.18 -0.70 -0.24
H 5.19113 5.18765 4.21924 0.34 0.14 0.40
H 9.41061 -0.01717 3.20181 -0.18 -0.10 0.12
H 4.66169 0.81582 -2.43314 0.71 0.00 0.53
H -3.47975 1.45636 -2.82104 0.12 0.41 -0.19
H 5.44452 4.85576 2.58860 1.33 -0.47 -0.03
H 2.44835 -1.34601 2.04273 -0.21 -0.58 0.05
H 4.35237 2.17262 -3.44029 0.87 0.44 0.33
H -6.18150 -0.17160 2.02388 1.33 -0.04 -0.66
H -0.65973 -3.80569 -2.97371 -0.30 -0.23 -0.83
H -4.25513 2.27276 -4.31429 0.46 -0.21 -0.01
H 4.02242 4.65903 3.15637 -0.87 -0.22 0.47
H 0.34927 5.97673 0.25640 -0.11 0.99 0.27
H -5.17067 0.09473 -4.46312 -0.66 -0.46 0.25
H 1.63153 -0.76941 3.49724 0.14 -0.05 0.01
H 8.04101 -0.80343 2.35084 0.29 -0.62 0.17
H 3.14422 1.42986 -2.68576 -0.59 -0.39 0.44
H -0.87889 -4.20603 -1.37616 0.46 -0.50 0.49
H 4.64419 6.18622 2.92855 -0.19 0.59 0.54
H -4.10045 -1.49538 2.20842 0.90 -1.18 0.30
H 1.48334 -4.83124 -2.94703 -0.22 -0.20 -0.32
H -0.25519 4.55234 0.13342 -0.35 -1.19 -0.12
H -5.67244 -0.06568 3.72770 0.11 0.32 -0.09
H 9.70852 -0.77935 1.67301 -0.33 0.15 -0.47
H 0.65633 -1.69200 2.36468 0.39 -0.27 -0.36



5
Properties=species:S:1:pos:R:3:forces:R:3 method="wB97M-V/def2-TZVPD" e_homo_ev="-10.725 / -10.726" lumo_ev="-1.4 / -1.4" relative_energy_ev=2.833
O 1.48719 0.87904 0.67582 0.11 0.44 -0.35
N -2.15415 0.26008 2.66755 -2.87 -0.75 1.95
C 0.50238 0.35179 0.51002 -2.48 -1.33 2.18
C -1.23783 0.52345 2.06282 4.61 0.77 -3.50
H -0.07784 -0.49920 0.09661 0.62 0.88 -0.28



28
Properties=species:S:1:pos:R:3:forces:R:3 method="wB97M-V/def2-TZVPD" e_homo_ev=-12.158 total_charge=+1 smiles=C[C@H]([NH3+])[C@@H](c1cccs1)n1ccnc1 lumo_ev=-3.3 relative_energy_ev=1.111
S -2.72228 0.53356 -0.83814 0.88 -0.05 0.08
N 1.28100 0.91037 -0.41134 0.58 0.08 0.59
N 2.87499 2.47649 -0.51596 0.32 0.02 0.75
N -1.15288 -1.87229 -0.45981 -0.82 -0.33 -0.71
C -1.11166 0.97789 -0.28564 -1.26 0.89 0.45
C 0.15522 -1.22602 -0.06519 -1.44 -0.07 -0.80
C 1.26456 -2.02010 -0.75318 -1.49 1.82 1.05
C 1.97313 1.83594 -1.18277 -0.61 -0.84 1.92
C 0.02032 0.14768 -0.70161 3.15 1.46 -1.30
C -1.13819 2.14581 0.45858 -2.25 -1.74 -1.88
C -3.38257 1.79914 0.01644 -3.80 3.14 -0.28
C 2.81125 1.97926 0.77245 1.61 0.39 2.21
C 1.86353 1.03659 0.89022 -1.47 -0.82 -2.41
C -2.50803 2.66014 0.58399 2.80 -0.48 0.23
H -4.46220 2.14149 -0.22660 1.84 -1.09 0.71
H -1.02382 -1.86547 -1.48088 -0.90 -0.49 0.06
H 1.50156 0.31673 1.57691 0.18 0.01 1.13
H -2.56467 3.65960 1.02776 -0.98 -0.59 -0.19
H 1.74599 2.02452 -2.16841 -0.53 0.22 -2.08
H 0.05120 -1.23087 0.99491 0.84 0.26 0.94
H 2.10093 -1.96670 -0.13613 1.73 -0.12 0.66
H -1.15388 -2.85423 -0.14778 -0.40 0.44 -0.08
H -0.25361 2.66246 0.66054 1.11 0.70 0.80
H 3.48311 2.24705 1.67532 -1.04 -0.07 -2.14
H 0.06967 -0.03054 -1.85277 -0.43 0.35 1.69
H -2.08700 -1.30365 -0.23236 1.92 -1.14 -0.16
H 0.94555 -2.99627 -0.89850 -0.21 -2.05 -0.27
H 1.40568 -1.51990 -1.67768 0.66 0.09 -0.99



14
Properties=species:S:1:pos:R:3:forces:R:3 method="wB97M-V/def2-TZVPD" e_homo_ev=-8.425 lumo_ev=0.2 relative_energy_ev=4.336
S 2.98642 -0.58109 0.10587 -2.29 0.74 -0.82
O -1.88813 -0.68944 -0.31814 -2.38 0.73 1.20
N 0.75941 1.07705 0.13057 -0.80 -0.94 0.87
C -3.19849 -0.98148 0.34411 1.30 -0.40 2.49
C -0.71620 1.42052 0.01591 1.74 -1.67 -0.47
C 1.41578 -0.14708 -0.34620 0.45 2.26 2.66
C -1.85378 0.66790 -0.17329 3.09 2.59 -1.96
H 0.77701 -0.81563 -0.94297 0.11 0.69 0.16
H -3.17298 -2.09420 0.62634 0.62 1.76 0.80
H -2.66756 1.28747 -0.63714 0.26 -0.83 1.01
H 1.18398 1.77434 0.89033 -0.42 -2.70 -2.46
H -0.67553 2.50098 -0.00314 -1.06 0.01 -0.04
H -3.27778 -0.02539 1.27352 -0.34 -3.70 -2.68
H -4.04459 -1.11314 -0.31291 -0.26 1.46 -0.76



7
Properties=species:S:1:pos:R:3:forces:R:3 method="wB97M-V/def2-TZVPD" e_homo_ev=-9.102 lumo_ev=0.6 relative_energy_ev=5.414
F -1.31709 0.87900 0.14702 -0.25 0.12 0.59
F -1.69378 -1.06729 -0.63132 0.41 -0.23 0.61
N -1.18405 -0.45471 0.54750 2.00 0.14 -1.51
N 1.18344 0.74168 -0.10682 2.56 -4.58 0.36
C 0.86923 -0.39024 0.15966 -3.53 3.70 -0.22
H 0.81517 1.60443 -0.22762 -1.96 2.80 -0.07
H 1.32708 -1.31288 0.11157 0.76 -1.95 0.25